(1)
Density functional theory data (wB97M-V/def2-TZVPD) for a single C4H9NO2 molecule.

Element x y z (Å)
C1 -2.603846 0.062974 -0.042183
C2 -1.189409 0.615823 -0.191847
C3 -0.203036 -0.282598 0.533371
O1 1.117010 0.266849 0.461561
C4 2.024401 -0.432813 -0.254408
O2 1.810197 -1.473844 -0.837183
N1 3.221475 0.223438 -0.251467
H1 -2.882739 0.000530 1.016456
H2 -3.348162 0.682408 -0.552368
H3 -2.662210 -0.947473 -0.461921
H4 -0.906495 0.677467 -1.249991
H5 -1.117035 1.628868 0.221337
H6 -0.447758 -0.349580 1.598987
H7 -0.196516 -1.291066 0.111119
H8 3.366589 0.937769 0.443088
H9 4.017528 -0.318747 -0.544558

Cartesian forces (eV/Å) of the 6 atoms listed first:
-0.0497 -0.0438 0.0102
0.0478 0.0124 -0.0083
-0.2028 -0.0887 0.0499
0.1620 -0.0958 -0.0583
0.0125 -0.2253 -0.1654
0.0527 0.3768 0.2083

## Properties
energy above the lowest of the compared OMol25 structures with the same formula, charge and spin	16.2	kJ/mol
SMILES	CCCOC(N)=O
strongest force on any atom	0.0084	hartree/bohr
HOMO energy	-10.43	eV
lowest unoccupied orbital energy	0.03411	hartree



(2)
Density functional theory data (wB97M-V/def2-TZVPD) for a single C4H9NO2 molecule at a distorted geometry.

Element x y z (Å)
C1 1.724566 0.074511 1.269416
N1 0.842410 -0.647578 0.371611
C2 1.465697 -1.842548 -0.222735
C3 0.245492 0.235036 -0.604832
C4 -1.203196 0.572726 -0.266974
O1 -1.525927 1.803753 -0.750098
O2 -1.995012 -0.110045 0.312523
H1 2.460520 0.697004 0.740266
H2 2.217440 -0.645405 1.906537
H3 1.130022 0.754236 1.875997
H4 2.232507 -2.194365 0.454217
H5 0.715974 -2.621609 -0.362169
H6 1.879881 -1.599740 -1.196908
H7 0.236095 -0.234712 -1.588254
H8 0.773614 1.191350 -0.669211
H9 -2.443554 1.968730 -0.451218

Cartesian forces (eV/Å) of the 6 atoms listed first:
-0.4003 0.1367 -0.2578
0.3169 -0.2971 -0.2945
-0.7366 0.6894 0.2413
-0.4306 -0.1008 0.5360
0.0412 0.2741 -0.2832
-0.4063 -0.0647 0.3511

## Properties
energy above the lowest of the compared OMol25 structures with the same formula, charge and spin	125.0	kJ/mol
SMILES	CN(C)CC(=O)O
strongest force on any atom	0.0202	hartree/bohr
HOMO energy	-8.67	eV
lowest unoccupied orbital energy	0.02968	hartree



(3)
Density functional theory data (wB97M-V/def2-TZVPD) for a single C4H9NO2 molecule at a distorted geometry.

Element x y z (Å)
C1 0.621547 -0.863581 -1.854466
C2 -0.192647 -0.582146 -0.410848
O1 0.410737 -1.481136 0.501036
C3 -0.003827 0.872974 -0.034722
C4 -0.698108 1.334887 1.245897
O2 -1.371098 2.349884 1.277133
N1 -0.449489 0.557106 2.332725
H1 1.619369 -0.389439 -1.921349
H2 -0.047854 -0.388229 -2.549179
H3 0.749353 -1.915437 -2.218586
H4 -1.234153 -0.858900 -0.602392
H5 0.867424 -1.609622 -0.393462
H6 1.073682 1.056517 0.075221
H7 -0.391558 1.487633 -0.846694
H8 -0.938036 0.778029 3.187558
H9 -0.015342 -0.348538 2.212126

Cartesian forces (eV/Å) of the 6 atoms listed first:
-0.9812 0.8375 0.2567
-0.0425 0.7580 -2.1759
0.9093 -0.3188 -1.5728
-0.1087 0.1102 -0.1757
-0.0119 0.0192 -0.1136
0.1709 -0.3155 0.0690

## Properties
energy above the lowest of the compared OMol25 structures with the same formula, charge and spin	207.8	kJ/mol
SMILES	C[C@@H](O)CC(N)=O
strongest force on any atom	0.0806	hartree/bohr
HOMO energy	-9.70	eV
lowest unoccupied orbital energy	0.02948	hartree



(4)
Density functional theory data (wB97M-V/def2-TZVPD) for a single C4H9NO2 molecule.

Element x y z (Å)
C1 -1.948586 0.789205 -1.406124
N1 -0.802550 0.318634 -0.654059
C2 -0.441588 -0.884246 -0.809951
O1 0.546697 -1.521691 -0.189706
C3 1.524942 -0.929403 0.696907
C4 1.124526 0.243035 1.585078
O2 1.076758 1.467723 0.916009
H1 -2.723182 1.133525 -0.713116
H2 -1.659409 1.648205 -2.019588
H3 -2.393553 0.025912 -2.062150
H4 -0.940583 -1.580254 -1.496134
H5 1.813012 -1.780295 1.320670
H6 2.386057 -0.632554 0.088254
H7 0.187992 0.008585 2.117902
H8 1.916530 0.326467 2.341702
H9 0.332938 1.367152 0.284305

Cartesian forces (eV/Å) of the 6 atoms listed first:
-0.1683 0.0792 -0.1147
0.2062 -0.4263 -0.0362
-0.2185 0.3002 -0.0356
-0.0809 -0.0482 0.0038
0.1604 0.0702 0.0763
0.0547 -0.3452 0.1454

## Properties
energy above the lowest of the compared OMol25 structures with the same formula, charge and spin	188.6	kJ/mol
SMILES	C/N=C/OCCO
strongest force on any atom	0.0092	hartree/bohr
HOMO energy	-9.85	eV
lowest unoccupied orbital energy	0.03545	hartree



(5)
Density functional theory data (wB97M-V/def2-TZVPD) for 2 unconnected molecules or ions with the total composition C4H9NO2.

Element x y z (Å)
C1 -0.380577 -1.968478 1.673954
C2 -0.280462 -0.478577 1.917644
N1 1.020097 0.481821 0.007220
C3 0.126101 0.183310 -0.919751
O1 -0.973893 -0.294438 -1.037107
O2 0.940625 0.700415 -1.945038
C4 0.430807 1.921998 -2.493110
H1 0.574936 -2.474258 1.844437
H2 -1.117155 -2.404148 2.359250
H3 -0.711414 -2.161017 0.650144
H4 -1.181466 0.068043 1.639066
H5 0.042796 -0.211842 2.929229
H6 0.561074 -0.030949 1.279568
H7 1.196054 2.301566 -3.171595
H8 -0.494759 1.718084 -3.038990
H9 0.247233 2.648472 -1.694922

Cartesian forces (eV/Å) of the 6 atoms listed first:
0.0037 -0.0298 -0.0498
-0.2242 -0.0509 0.0186
-0.2675 -0.1290 0.1034
-0.2904 -0.1221 0.1869
0.4911 0.2545 -0.0476
-0.0063 -0.1201 -0.0190

## Properties
energy above the lowest of the compared OMol25 structures with the same formula, charge and spin	491.3	kJ/mol
strongest force on any atom	0.0108	hartree/bohr
HOMO energy	-10.35	eV
lowest unoccupied orbital energy	-0.05146	hartree



(6)
Density functional theory data (wB97M-V/def2-TZVPD) for a single C4H9NO2 molecule.

Element x y z (Å)
C1 -2.023448 -0.322068 -0.511439
C2 -0.586062 0.173646 -0.440415
O1 -0.537579 1.390156 0.309629
C3 0.322084 -0.839043 0.256919
C4 1.815643 -0.516808 0.282223
O2 2.655702 -1.359502 0.003029
N1 2.135800 0.739572 0.688596
H1 -2.426589 -0.424913 0.501626
H2 -2.092043 -1.287949 -1.021213
H3 -2.650832 0.392321 -1.057556
H4 -0.203554 0.351029 -1.457790
H5 -1.142870 2.027395 -0.086008
H6 -0.025081 -0.953063 1.292373
H7 0.233430 -1.811489 -0.236153
H8 3.110053 0.999202 0.688145
H9 1.415341 1.441519 0.788040

Cartesian forces (eV/Å) of the 6 atoms listed first:
-0.0463 -0.0243 -0.0108
0.0133 -0.2374 -0.1048
-0.0368 0.1875 0.0152
-0.0273 -0.0435 -0.0181
0.1309 -0.1645 0.0050
-0.3388 0.3446 0.0951

## Properties
energy above the lowest of the compared OMol25 structures with the same formula, charge and spin	33.4	kJ/mol
SMILES	C[C@@H](O)CC(N)=O
strongest force on any atom	0.0096	hartree/bohr
HOMO energy	-9.56	eV
lowest unoccupied orbital energy	0.02440	hartree



(7)
Density functional theory data (wB97M-V/def2-TZVPD) for a single C4H9NO2 molecule.

Element x y z (Å)
C1 -1.813498 -1.474564 0.362028
N1 -0.856627 -0.739971 -0.438105
C2 0.340573 -1.141888 -0.466026
O1 1.365271 -0.459460 -0.989457
C3 1.560970 0.933870 -0.651272
C4 0.682223 1.461558 0.475700
O2 -0.601116 1.835050 0.066750
H1 -1.824818 -1.039044 1.369352
H2 -2.812943 -1.353814 -0.062000
H3 -1.584297 -2.544844 0.447674
H4 0.669901 -2.094788 -0.040314
H5 2.614597 0.983432 -0.356534
H6 1.407070 1.538024 -1.548550
H7 0.680789 0.710824 1.286750
H8 1.155878 2.359089 0.881784
H9 -0.983971 1.026526 -0.337779

Cartesian forces (eV/Å) of the 6 atoms listed first:
-0.1406 -0.1388 0.0733
0.5437 -0.0399 0.0456
-0.4182 -0.0676 0.1006
0.0487 -0.1504 0.1066
0.0238 0.2828 0.0061
0.3480 -0.0361 0.0542

## Properties
energy above the lowest of the compared OMol25 structures with the same formula, charge and spin	215.7	kJ/mol
SMILES	C/N=C/OCCO
strongest force on any atom	0.0106	hartree/bohr
HOMO energy	-9.88	eV
lowest unoccupied orbital energy	0.03539	hartree